(1)
C4H9NO2 in the gas phase in a non-equilibrium geometry, computed with wB97M-V/def2-TZVPD.

Last column: Löwdin charge in e.
CARTESIAN COORDINATES (ANGSTROEM)
1 C 0.94 -1.62 0.39  -0.07
2 C 0.52 -0.17 0.20  -0.35
3 C 0.71 0.29 -1.26  -0.24
4 O 0.44 1.66 -1.46  -0.06
5 N -0.91 -0.02 0.63  0.04
6 C -1.51 1.12 0.99  -0.41
7 O -2.74 1.12 0.85  -0.03
8 H 0.80 -1.93 1.43  0.08
9 H 1.99 -1.75 0.11  0.08
10 H 0.33 -2.27 -0.25  0.08
11 H 1.14 0.49 0.83  0.15
12 H 1.76 0.15 -1.54  0.13
13 H 0.10 -0.35 -1.91  0.13
14 H -0.51 1.78 -1.28  0.08
15 H -1.95 -0.49 0.74  0.23
16 H -1.11 1.99 1.52  0.14

Output
E_LUMO	0.930	eV
SMILES	C[C@@H](CO)NC=O
DFT total energy	-362.9966	Eh
HOMO energy	-9.606	eV
Kohn-Sham gap	10.54	eV

***

(2)
A molecular structure, C4H9NO2 in a non-equilibrium geometry, computed with wB97M-V/def2-TZVPD.

Last column: Löwdin charge in e.
CARTESIAN COORDINATES (ANGSTROEM)
1 C 0.27 -1.91 0.27  -0.09
2 N -0.41 -0.62 0.28  -0.16
3 C -0.85 -0.17 1.50  -0.38
4 O -0.80 -0.79 2.55  0.03
5 H -1.00 -0.23 -0.86  0.10
6 H -1.28 0.84 1.45  0.12
7 H 0.41 -2.23 -0.76  0.08
8 H 1.25 -1.85 0.76  0.09
9 H -0.32 -2.66 0.80  0.08
10 C 0.64 0.77 -0.75  -0.12
11 C 0.79 2.01 -0.31  -0.03
12 O -0.69 0.43 -1.77  -0.05
13 H -1.19 1.26 -1.87  0.10
14 H 1.42 0.12 -1.12  0.11
15 H -0.03 2.62 0.04  0.05
16 H 1.79 2.39 -0.20  0.06

Output
E_LUMO	0.595	eV
DFT total energy	-362.8999	Eh
HOMO energy	-8.383	eV
Kohn-Sham gap	8.98	eV

***

(3)
C4H9NO2 in the gas phase, computed with wB97M-V/def2-TZVPD.

Last column: Löwdin charge in e.
CARTESIAN COORDINATES (ANGSTROEM)
1 C -0.80 -1.45 1.49  -0.10
2 O -1.06 -0.25 0.80  -0.18
3 C -0.10 0.79 0.67  -0.17
4 C 0.43 0.67 -0.74  -0.32
5 C -0.50 1.06 -1.86  -0.04
6 N 1.49 0.03 -1.04  0.05
7 O 2.18 -0.37 0.11  -0.08
8 H -1.17 -2.27 0.87  0.09
9 H 0.26 -1.64 1.69  0.08
10 H -1.35 -1.45 2.43  0.08
11 H 0.71 0.77 1.40  0.12
12 H -0.64 1.73 0.79  0.13
13 H -0.75 2.12 -1.85  0.08
14 H -1.44 0.50 -1.72  0.09
15 H -0.07 0.80 -2.83  0.08
16 H 2.80 -1.03 -0.23  0.09

Output
E_LUMO	0.962	eV
SMILES	COC/C(C)=N\O
DFT total energy	-362.9582	Eh
HOMO energy	-9.468	eV
Kohn-Sham gap	10.43	eV

***

(4)
A molecular structure, C4H9NO2 in a non-equilibrium geometry, computed with wB97M-V/def2-TZVPD.

Last column: Löwdin charge in e.
CARTESIAN COORDINATES (ANGSTROEM)
1 C 1.74 -0.17 -0.14  -0.39
2 C -0.99 0.72 -0.61  -0.05
3 C -0.42 -1.08 1.18  -0.03
4 C -0.15 -0.50 -0.24  -0.51
5 N 2.28 1.04 -0.44  0.16
6 O 2.36 -1.19 0.07  0.03
7 O -0.19 -1.35 -1.29  0.00
8 H -0.42 1.35 -1.33  0.07
9 H -1.97 0.32 -1.08  0.12
10 H -1.09 1.42 0.23  0.07
11 H -0.90 -2.14 1.10  0.11
12 H -1.02 -0.35 1.76  0.07
13 H 0.52 -1.20 1.75  0.07
14 H 1.91 1.90 -0.30  0.05
15 H 3.29 0.97 -0.45  0.11
16 H 0.03 -2.24 -1.00  0.11

Output
E_LUMO	0.830	eV
DFT total energy	-363.0074	Eh
HOMO energy	-8.465	eV
Kohn-Sham gap	9.30	eV

***

(5)
2 unconnected molecules or ions with the total composition C4H9NO2 in a non-equilibrium geometry, computed with wB97M-V/def2-TZVPD.

Last column: Löwdin charge in e.
CARTESIAN COORDINATES (ANGSTROEM)
1 O 0.56 -2.13 1.22  -0.10
2 C 0.84 -1.18 1.99  -0.58
3 O 1.12 -0.03 1.65  -0.09
4 H 0.84 -1.40 3.07  0.11
5 C -1.46 1.35 -0.17  -0.07
6 C -0.16 1.09 -0.92  -0.20
7 C 1.00 -1.04 -0.78  0.09
8 N -0.02 -0.36 -1.14  0.01
9 H -2.33 1.16 -0.79  0.07
10 H -1.50 0.74 0.73  0.08
11 H -1.50 2.40 0.14  0.08
12 H -0.13 1.57 -1.90  0.12
13 H 0.69 1.35 -0.30  0.11
14 H 0.97 -2.12 -0.83  0.11
15 H 1.91 -0.53 -0.50  0.11
16 H -0.82 -0.86 -1.49  0.16

Output
E_LUMO	0.397	eV
DFT total energy	-363.0025	Eh
HOMO energy	-8.803	eV
Kohn-Sham gap	9.20	eV

***

(6)
C4H9NO2 in the gas phase in a non-equilibrium geometry, computed with wB97M-V/def2-TZVPD.

Last column: Löwdin charge in e.
CARTESIAN COORDINATES (ANGSTROEM)
1 C 1.77 0.21 -1.44  -0.01
2 C 1.07 -0.75 -0.53  -0.48
3 N -0.42 -0.67 -0.53  0.13
4 O 1.57 -1.53 0.24  0.11
5 H -0.85 -1.59 -0.61  0.15
6 H -0.79 0.00 -1.20  0.14
7 H 1.32 1.20 -1.37  0.08
8 H 1.69 -0.17 -2.47  0.09
9 H 2.81 0.27 -1.15  0.09
10 C -0.96 -0.04 1.03  -0.28
11 C -2.23 0.42 1.09  -0.08
12 O 0.35 1.05 0.98  -0.17
13 H 0.72 1.04 1.87  0.05
14 H -0.61 -0.79 1.73  0.11
15 H -2.57 1.20 0.43  0.03
16 H -2.86 0.16 1.93  0.03

Output
E_LUMO	0.616	eV
DFT total energy	-362.9265	Eh
HOMO energy	-7.299	eV
Kohn-Sham gap	7.92	eV

***

(7)
2 unconnected molecules or ions with the total composition C4H9NO2 in a non-equilibrium geometry, computed with wB97M-V/def2-TZVPD.

Last column: Löwdin charge in e.
CARTESIAN COORDINATES (ANGSTROEM)
1 C 0.80 -0.20 -0.12  -0.35
2 C 1.71 0.93 -0.53  0.00
3 C 1.38 -1.53 0.18  -0.04
4 C -2.56 0.94 0.11  -0.09
5 N -0.46 -0.03 -0.05  0.02
6 O -1.49 -1.66 0.89  -0.16
7 O -1.15 1.12 0.10  -0.15
8 H 1.84 0.68 -1.57  0.09
9 H 1.35 1.82 -0.19  0.04
10 H 2.76 0.72 -0.05  0.12
11 H 2.45 -1.48 0.22  0.07
12 H 0.95 -1.86 1.14  0.08
13 H 1.05 -2.27 -0.52  0.09
14 H -2.98 0.77 -0.91  0.08
15 H -2.88 2.01 0.58  0.14
16 H -2.76 0.03 0.73  0.05

Output
E_LUMO (alpha / beta)	-0.503 / -0.684	eV
DFT total energy	-362.7576	Eh
HOMO energy (alpha / beta)	-9.149 / -9.383	eV
Kohn-Sham gap (alpha / beta)	8.65 / 8.70	eV

***

(8)
C4H9NO2 in the gas phase, computed with wB97M-V/def2-TZVPD.

Last column: Löwdin charge in e.
CARTESIAN COORDINATES (ANGSTROEM)
1 C -1.23 1.17 1.26  -0.11
2 O -1.05 -0.23 1.34  -0.17
3 C -0.84 -0.76 0.06  -0.18
4 C 0.57 -0.52 -0.47  -0.32
5 C 1.75 -0.38 0.46  -0.03
6 N 0.82 -0.47 -1.72  0.03
7 O -0.32 -0.64 -2.50  -0.08
8 H -1.64 1.53 2.20  0.09
9 H -0.28 1.68 1.05  0.09
10 H -1.95 1.40 0.47  0.09
11 H -1.54 -0.34 -0.67  0.11
12 H -1.05 -1.83 0.08  0.14
13 H 1.85 -1.25 1.12  0.09
14 H 1.67 0.51 1.10  0.07
15 H 2.65 -0.30 -0.15  0.08
16 H 0.01 -0.55 -3.40  0.09

Output
E_LUMO	0.972	eV
SMILES	COC/C(C)=N\O
DFT total energy	-362.9677	Eh
HOMO energy	-9.658	eV
Kohn-Sham gap	10.63	eV

***

Which value of DFT total energy does entry 6 give? -362.9265 Eh